ORCA calculation (wB97M-V/def2-TZVPD) on the molecule C4H6N2O2.

Positions of all 14 atoms, in Å:
C -0.305 0.397 -2.063
C 0.764 -0.367 -1.302
O 0.162 -0.732 -0.067
C 0.260 0.116 0.938
O 0.842 1.197 1.059
C -0.497 -0.355 2.328
N 0.144 -0.122 3.591
N -0.847 0.563 3.376
H -1.154 -0.337 -2.192
H -0.773 1.275 -1.520
H -0.107 0.701 -3.161
H 1.707 0.257 -1.271
H 0.965 -1.275 -1.913
H -1.160 -1.318 2.197

SMILES	CCOC(=O)C1N=N1
highest occupied orbital energy	-0.3855	Eh
HOMO-LUMO gap	10.950	eV
ΔE to the lowest compared entry with this formula, charge and spin	348.06	kJ/mol